No. 1
62
Properties=species:S:1:pos:R:3 method="wB97M-V/def2-TZVPD" charge=-3
N 3.39884 0.50003 0.48454
C 3.32728 1.89703 0.07133
C 2.35802 2.75597 0.90266
P 0.49093 2.41760 0.61952
C -1.39024 2.01686 0.43065
C -1.76855 0.58157 0.53158
O -2.55532 0.20270 1.37176
O -1.27932 -0.32307 -0.33511
H 3.33088 0.39691 1.48850
H 2.68398 -0.07305 0.06353
H 3.08087 1.98762 -0.98572
H 4.31343 2.33562 0.23799
H 2.58350 3.81796 0.78293
H 2.55447 2.50681 1.95137
H 0.33944 3.59310 -0.14624
H 0.83712 1.20896 -0.07516
H 0.28428 2.49498 2.02493
H -1.77294 2.41584 -0.51163
H -1.89513 2.51938 1.25160
H -0.57179 0.05296 -0.87215
Na -4.58499 -0.71974 0.91141
C -7.97948 -3.12693 -0.67847
O -6.85073 -3.11297 -1.13063
N -8.98867 -2.36406 -1.17055
N -8.33783 -3.93023 0.39693
H -9.92049 -2.36095 -0.79436
H -8.77206 -1.76005 -1.94372
H -7.61721 -4.50333 0.81436
H -9.26849 -3.94480 0.80016
O -6.15864 2.38030 1.04830
S -6.24020 3.71372 0.35942
O -6.09111 3.50241 -1.10626
O -5.13865 4.57707 0.86480
O -7.55649 4.32150 0.66383
Ca -9.55348 -5.56322 -0.86798
C 7.47010 0.60704 3.00734
C 7.51300 0.05787 1.59152
O 6.37543 -0.74407 1.30711
H 7.41760 -0.20931 3.72877
H 8.35348 1.21096 3.22298
H 6.58245 1.22773 3.15290
H 8.38833 -0.57528 1.45332
H 7.56421 0.87883 0.86724
H 5.59018 -0.19262 1.40863
O 6.68964 -0.63151 -5.28568
C 6.09552 -0.71967 -4.26459
O 6.62089 -1.29805 -3.12166
C 5.62994 -1.35536 -2.09196
C 4.60681 -0.28316 -2.45090
C 4.65964 -0.28738 -3.98057
H 5.18818 -2.35708 -2.08557
H 6.10242 -1.17463 -1.12965
H 3.62033 -0.48465 -2.03874
H 4.93984 0.68385 -2.07091
H 3.98147 -1.02364 -4.41356
H 4.46856 0.69227 -4.40814
Br 7.09890 -0.85472 -7.89983
O -7.50295 -4.08696 3.54993
P -8.03277 -2.65536 3.68339
O -8.03011 -2.27271 5.15838
O -9.46106 -2.52076 3.15571
O -7.13703 -1.76915 2.81721

No. 2
58
Properties=species:S:1:pos:R:3 method="wB97M-V/def2-TZVPD" charge=+2
C 3.67450 -2.49300 6.05443
C 2.37777 -1.90835 5.39193
C 1.53193 -3.08021 4.76309
N 0.13388 -2.64278 4.32732
S -0.93568 -2.43797 5.58403
O -0.82975 -1.05223 6.22755
O -0.86167 -3.45553 6.63799
O -2.34523 -2.48731 4.96106
H 4.41624 -1.67597 6.00814
H 3.51605 -2.72938 7.11958
H 4.06012 -3.36966 5.51198
H 2.68820 -1.26803 4.54546
H 1.77829 -1.38510 6.14999
H 2.10295 -3.36231 3.80466
H 1.52572 -3.96474 5.41542
H 0.14201 -1.71803 3.83775
Mg 1.20310 -1.83663 2.66469
O -1.96916 2.79166 1.35278
P -0.45284 2.69015 1.29467
O 0.15280 3.70436 2.40830
O 0.09055 3.12362 -0.04505
O -0.04291 1.21930 1.56267
C -1.45173 4.52754 -2.34878
C -1.39248 3.07845 -2.76725
O -2.58723 2.33902 -2.53205
C -3.75839 2.79521 -3.20099
C -3.64215 2.78355 -4.71481
H -1.74032 4.60589 -1.30104
H -0.47939 4.99946 -2.48217
H -2.17944 5.08528 -2.94189
H -0.61904 2.58173 -2.17812
H -1.09687 2.98735 -3.82371
H -4.03444 3.78723 -2.83671
H -4.56080 2.12132 -2.90078
H -2.88021 3.47979 -5.06873
H -4.59234 3.06515 -5.16825
H -3.36609 1.78755 -5.07099
O -0.00431 -0.66593 -0.59108
H 0.12440 0.15862 0.02300
H 0.80597 -0.83237 -1.15540
H -0.82906 -0.58708 -1.13766
Na -0.29596 0.42484 -2.31959
N 1.89973 -2.59853 -5.56387
C 2.17051 -1.67468 -6.54103
C 3.52848 -1.51654 -6.60380
C 4.10306 -2.37997 -5.63276
C 3.07657 -3.03610 -5.00910
H 0.98399 -2.90874 -5.29758
H 1.37546 -1.21289 -7.10262
H 4.05404 -0.85615 -7.27328
H 5.15155 -2.50520 -5.41877
H 3.07857 -3.77271 -4.22258
F -0.53781 4.94483 1.82390
Na -2.06117 -4.35825 7.92795
Ca -2.30558 0.35113 5.67461
O -3.01989 0.03979 0.79265
H -2.48604 0.84312 1.01925
H -2.38846 -0.54356 0.36554

No. 3
52
Properties=species:S:1:pos:R:3 method="wB97M-V/def2-TZVPD" multiplicity=7 relative_energy_kj_mol=479.9
Co -3.46990 -10.32578 -26.37101
Co -5.89465 -11.03369 -24.34042
C -5.85330 -10.93138 -26.97328
O -5.58357 -10.05918 -26.11763
O -4.84805 -11.21205 -27.64225
O -6.35358 -11.79873 -26.27983
C -3.27064 -10.68929 -23.81493
O -4.26626 -10.27882 -23.24484
O -2.61062 -9.93657 -24.52573
O -3.77826 -11.52133 -24.59208
C -3.71118 -6.89261 -28.93709
C -4.03004 -7.34569 -27.50081
O -3.06276 -8.29098 -27.00830
H -2.85436 -6.22066 -28.98681
H -4.50088 -6.24965 -29.32578
H -3.59746 -7.75089 -29.59929
H -5.00359 -7.83523 -27.47488
H -4.06474 -6.48704 -26.83028
H -2.25195 -7.80405 -26.84374
C -2.75699 -15.43456 -28.20916
C -3.33296 -14.16762 -27.49612
O -4.77445 -14.24527 -27.54544
H -3.14885 -15.59272 -29.21391
H -3.04997 -16.29430 -27.60657
H -1.68770 -15.24301 -28.29876
H -3.00677 -13.26503 -28.01284
H -2.98270 -14.00780 -26.47637
H -5.13968 -13.36209 -27.45501
C -8.42057 -7.63774 -26.98857
C -8.95427 -7.53789 -25.54927
O -9.53111 -8.69557 -25.09135
H -9.19009 -8.01188 -27.66380
H -7.53323 -8.23978 -27.18418
H -8.12856 -6.65407 -27.35632
H -9.67495 -6.72060 -25.57706
H -8.13097 -7.18189 -24.92996
H -8.86600 -9.22578 -24.64626
C -4.10813 -12.53481 -32.27855
C -4.40320 -12.47199 -30.80394
O -4.29797 -11.16119 -30.23184
H -3.14536 -12.10967 -32.56217
H -4.87382 -11.90888 -32.73684
H -4.09269 -13.55983 -32.64892
H -3.71645 -13.05334 -30.18871
H -5.40862 -12.83426 -30.58948
H -4.41866 -11.18037 -29.27964
C -8.37313 -13.00438 -28.93014
O -8.75071 -12.63656 -27.62777
H -9.15408 -13.43327 -29.55806
H -8.01406 -12.12730 -29.46855
H -7.49047 -13.64371 -28.91396
H -7.95316 -12.24697 -27.26209

No. 4
Here is C11H29B3FIN2O5 as an isolated structure from the OMol25 dataset. Energies are from ωB97M-V with the def2-TZVPD basis set.

The geometry in XYZ format:
```
52
C11H29B3FIN2O5 ωB97M-V with the def2-TZVPD basis set
F -2.20873 2.62520 -2.11063
C -1.26588 1.72368 -1.61832
C -1.64423 1.24864 -0.22191
C -0.67508 1.78710 0.83918
B -0.82855 1.13710 2.24760
O -0.69407 -0.21762 2.49332
B 0.15665 -0.46111 3.54700
O 0.27231 0.43008 4.59797
B 0.04194 1.71695 4.19131
I 1.37781 3.33995 4.60544
O -1.03960 1.92990 3.38654
H -0.32310 2.25650 -1.56289
H -1.11243 0.89403 -2.29874
H -2.64515 1.59832 -0.01606
H -1.61875 0.16566 -0.19770
H -0.83322 2.85479 0.93479
H 0.35141 1.64561 0.50975
H 0.82111 -1.44072 3.50818
C -1.45561 -6.60786 4.25775
C -1.21491 -5.18801 4.76130
C -1.11905 -4.13972 3.64344
O 0.10083 -4.13987 2.92991
C 0.21051 -5.11875 1.91383
N -0.02981 -5.18564 5.62391
H -0.54779 -7.06139 3.86171
H -1.79715 -7.24085 5.07609
H -2.21900 -6.62707 3.47738
H -2.07585 -4.91144 5.37702
H -1.18093 -3.15051 4.10624
H -1.96716 -4.21805 2.94999
H -0.75026 -5.29852 1.42304
H 0.60549 -6.05845 2.30642
H 0.91553 -4.74429 1.17199
H 0.06814 -4.27156 6.05696
H 0.78800 -5.26663 5.02522
C -0.17007 3.90509 -4.58709
C 1.22972 3.86135 -3.98189
C 2.28596 4.60726 -4.80976
O 2.71750 3.93099 -5.97404
C 1.86591 4.05204 -7.09837
N 1.60893 2.46215 -3.74586
H -0.27619 3.21154 -5.42095
H -0.91227 3.62452 -3.84288
H -0.41450 4.90855 -4.94100
H 1.18102 4.36278 -3.01011
H 3.18222 4.71571 -4.19296
H 1.94754 5.62117 -5.06150
H 1.39177 5.03669 -7.13961
H 1.09954 3.27386 -7.10417
H 2.47923 3.92331 -7.98985
H 2.49352 2.44338 -3.24549
H 1.82672 2.05412 -4.65150
```

No. 5
52
Properties=species:S:1:pos:R:3 method="wB97M-V/def2-TZVPD" relative_energy_kj_mol=0.0
O 0.06100 0.06127 2.99628
C -0.13502 0.11924 1.58454
C -0.61350 1.50174 1.12280
Si 0.43000 2.24538 -0.25732
C 1.79994 3.25455 0.53751
B 2.56268 2.54426 1.69992
O 3.05201 1.27953 1.54688
O 2.74545 3.18910 2.90894
O 0.96225 0.94824 -1.17192
Si 2.41566 0.98849 -1.97025
O 2.79225 -0.57087 -2.36957
H 1.01354 0.15099 3.16281
H 0.78877 -0.17320 1.09952
H -0.86795 -0.62725 1.31572
H -1.60835 1.37399 0.71673
H -0.68124 2.16731 1.97080
H -0.45621 3.15384 -1.01459
H 2.50333 3.68485 -0.16649
H 1.29447 4.09837 0.99611
H 3.35909 0.92905 2.39773
H 3.66404 3.06180 3.19399
H 3.47680 1.46789 -1.07442
H 2.33154 1.76840 -3.21218
H 3.09359 -0.99233 -1.54357
O 3.68211 -2.20175 0.46694
C 3.30935 -3.30773 0.17404
O 3.16499 -4.21830 1.14838
C 2.57131 -5.50072 0.92904
C 3.57738 -6.51335 0.42459
C 3.05986 -3.67593 -1.26548
H 1.70578 -5.41408 0.27181
H 2.19703 -5.80091 1.90537
H 3.98141 -6.22933 -0.54693
H 3.11167 -7.49404 0.32867
H 4.41287 -6.58984 1.11946
H 4.00103 -3.97199 -1.72627
H 2.68862 -2.78317 -1.75197
H 2.32207 -4.46022 -1.41603
O -4.09022 3.76083 0.82703
C -4.72242 3.01691 0.13470
O -4.34038 2.83135 -1.14338
C -4.90860 1.83455 -1.99402
C -6.17648 2.31628 -2.66760
C -5.97580 2.34139 0.64478
H -5.05908 0.90310 -1.44674
H -4.14162 1.64096 -2.74118
H -6.95999 2.53387 -1.94204
H -6.54956 1.56021 -3.35857
H -5.97976 3.23170 -3.22437
H -6.81294 3.02757 0.52602
H -5.84031 2.13622 1.70269
H -6.21248 1.40181 0.15108

No. 6
49
Properties=species:S:1:pos:R:3 method="wB97M-V/def2-TZVPD" charge=+1 relative_energy_kj_mol=107.7
Cd 0.60394 -0.40162 -0.36861
N -1.26026 -1.44442 0.31809
C -1.12396 -1.89492 1.70099
C -0.67146 -0.72812 2.58609
N 0.59044 -0.14772 2.11039
C 0.68654 1.28558 2.38559
C 1.47114 2.09498 1.33799
N 1.01644 1.81788 -0.02891
C 1.71944 -0.90972 2.65189
C 3.03534 -0.72302 1.88729
N 2.81254 -0.85932 0.45069
H -2.09246 -0.86622 0.20949
H -1.33116 -2.23782 -0.31391
H -0.38126 -2.69642 1.72639
H -2.06706 -2.29012 2.10169
H -0.59276 -1.08002 3.62389
H -1.45246 0.03478 2.56559
H 1.13994 1.47198 3.36979
H -0.32556 1.69128 2.40909
H 2.53564 1.86938 1.39489
H 1.33784 3.15378 1.59649
H 1.67074 2.22078 -0.69521
H 0.11174 2.25808 -0.18941
H 1.45374 -1.96702 2.59489
H 1.89044 -0.65562 3.70939
H 3.73754 -1.47082 2.27499
H 3.46054 0.25848 2.10019
H 2.72724 -1.84712 0.20639
H 3.60674 -0.50912 -0.08001
C -2.78006 2.09708 -0.00811
O -1.84216 1.54228 -0.90651
C -2.36116 1.46388 -2.22651
C -1.25536 0.93558 -3.14331
O -0.76016 -0.30742 -2.69391
C -1.39456 -1.43682 -3.27771
H -3.00926 3.13488 -0.26941
H -2.33456 2.06698 0.98379
H -3.71266 1.52568 -0.01301
H -2.68496 2.45618 -2.57061
H -3.23206 0.79238 -2.23711
H -0.41546 1.63738 -3.12341
H -1.63806 0.86278 -4.16841
H -1.28536 -1.41272 -4.36821
H -2.46036 -1.48262 -3.02021
H -0.87386 -2.31312 -2.89071
O 2.54504 -2.56752 -3.11181
C 1.94754 -1.76502 -2.45041
O 1.17044 -2.01252 -1.46261
H 2.06734 -0.64522 -2.67771

Short version: strongest force on any atom = 1.7; 5.4; 11.9; 1.3; 1.2; 1.5 eV/Å, in the order given.
Short version: calculated total energy = -6148.24023; -3338.73229; -4028.83166; -1394.57790; -1717.76721; -1124.05164 Eh, in the order given.